(1)
54
Properties=species:S:1:pos:R:3:lowdin_charge:R:1 method="wB97M-V/def2-TZVPD" total_charge=+1 relative_energy_kj_mol=0.5
H 1.33 -2.17 2.59 0.041
C 0.51 -2.76 -1.21 -0.246
H -1.10 4.82 -3.12 0.097
H 4.63 0.54 -2.00 0.113
P 0.19 -2.20 0.50 0.901
C -1.34 -2.96 1.01 -0.214
C 1.64 -1.94 -1.79 -0.252
H 2.48 -2.08 1.23 0.063
H -2.51 -0.31 -1.80 0.077
N -0.04 0.54 3.25 0.021
H -1.27 0.37 6.16 0.108
C -0.35 -0.08 5.77 -0.034
H -4.21 0.37 1.08 0.051
H 3.09 -3.51 -1.90 0.111
C 2.93 -2.43 -1.94 -0.074
N 0.11 -0.15 -2.30 0.107
H -2.91 3.14 -2.67 0.111
H 1.70 -3.64 1.64 0.074
C -0.17 1.17 -2.24 -0.246
C -1.54 1.60 -2.13 -0.258
C -2.06 2.28 0.97 -0.285
C 0.50 3.49 -2.50 -0.060
C 3.79 -0.17 -2.01 -0.052
C 4.01 -1.54 -2.07 -0.106
H 0.01 -0.79 0.41 -0.053
C -0.19 0.26 4.38 -0.229
H -1.70 -2.47 1.93 0.048
H -1.79 2.29 2.04 0.012
H -3.05 -0.33 2.26 0.028
H -0.42 -2.59 -1.77 0.095
C -1.85 2.88 -2.56 -0.067
H -3.09 2.63 0.84 0.055
P -1.87 0.56 0.38 0.841
C 2.49 0.34 -1.98 -0.169
Tl 1.97 1.75 1.94 0.918
C -2.51 0.71 -1.38 -0.284
H 2.24 1.95 -0.54 -0.037
H -2.09 -2.86 0.21 0.063
H 1.29 4.24 -2.55 0.110
C 2.19 1.79 -1.68 -0.127
H -1.17 -4.02 1.20 0.073
H -3.53 1.12 -1.37 0.090
H -3.47 -1.24 0.79 0.023
H 0.51 0.31 6.35 0.107
H 0.76 -3.83 -1.16 0.105
H 2.97 2.44 -2.11 0.126
H -0.41 -1.17 5.89 0.104
C 1.56 -2.55 1.59 -0.205
H -1.37 2.94 0.43 0.039
C -0.83 3.82 -2.78 -0.101
C 0.83 2.17 -2.18 -0.176
H 5.02 -1.94 -2.20 0.098
C 1.40 -0.55 -2.08 -0.235
C -3.30 -0.24 1.20 -0.300



(2)
56
Properties=species:S:1:pos:R:3:lowdin_charge:R:1 method="wB97M-V/def2-TZVPD" smiles="O=C(I)CB1OBOB(N=C=S)O1.CC(C)=O.CC(C)=O.CC(C)=O.CC(C)=O" e_tot_ev=-54835.6992
C 2.97 -0.67 -0.65 -0.744
C 1.57 5.18 0.52 -0.494
H 3.38 6.18 1.06 0.081
O -1.51 1.08 3.92 0.054
S 2.41 0.30 0.42 0.827
H -0.75 -4.79 0.06 0.088
H 1.43 1.85 3.35 0.072
H -1.18 0.72 -5.63 0.085
H 1.92 0.19 -3.50 0.081
H 0.11 5.92 -0.87 0.088
H 2.35 7.09 -0.06 0.085
H -1.99 2.07 1.68 0.079
O 2.91 -3.48 -2.83 0.279
H -3.39 -1.15 0.86 0.081
C -1.01 2.40 2.01 -0.029
C -3.49 -3.13 1.66 -0.493
O -3.08 -3.64 0.63 0.047
H -4.70 -1.41 2.03 0.088
I 0.53 -5.64 2.60 0.807
H -0.71 -3.02 0.29 0.123
C 2.72 6.10 0.20 -0.023
C 0.61 2.17 3.99 -0.018
B 2.52 -4.70 -2.32 -0.283
H 0.68 3.25 4.11 0.084
H -1.84 1.93 -4.51 0.081
C -3.66 -1.64 1.79 -0.016
H 0.49 -0.87 -3.44 0.080
C -0.12 -3.91 0.10 -0.070
O 1.86 -3.35 1.34 0.032
H -0.26 2.09 1.29 0.064
C -0.72 1.81 3.36 -0.498
H 3.28 5.72 -0.66 0.086
H -3.65 -5.02 2.65 0.080
O 1.18 -4.83 -1.95 0.271
O 1.47 4.64 1.59 0.055
H -4.87 -3.82 3.14 0.086
B 0.73 -3.74 -1.22 -0.534
H 1.04 4.54 -1.47 0.085
H -0.99 3.49 2.06 0.077
H 3.30 -5.56 -2.08 0.125
C 0.56 4.96 -0.58 -0.012
H -0.22 4.28 -0.24 0.067
H -1.83 0.21 -4.07 0.086
H -3.21 -3.66 3.71 0.088
N 3.36 -1.43 -1.52 0.251
C 0.08 1.16 -3.96 -0.495
H 1.16 -0.37 -5.01 0.095
C 0.98 -0.05 -3.98 -0.008
C -1.28 1.00 -4.58 -0.022
O 1.14 -2.49 -1.62 0.281
C -3.83 -3.97 2.86 -0.021
H -3.04 -1.26 2.61 0.083
B 2.48 -2.44 -2.01 -0.694
H 0.69 1.68 4.96 0.081
C 0.90 -4.04 1.20 -0.819
O 0.43 2.21 -3.46 0.065



(3)
72
Properties=species:S:1:pos:R:3:lowdin_charge:R:1 method="wB97M-V/def2-TZVPD" total_charge=-1 multiplicity=5 relative_energy_kj_mol=422.4
H -3.30 0.77 -5.98 0.066
H -4.09 -3.26 -1.64 0.074
C -1.39 -2.47 0.18 -0.346
C -2.35 0.84 -5.43 -0.067
H 6.67 -0.03 3.30 0.114
H -1.35 -3.99 -1.32 0.121
C 5.53 -0.73 5.63 -0.078
H -2.28 1.83 -4.97 0.077
H -1.99 -0.17 3.80 0.085
C 3.61 -0.51 1.96 -0.293
C 0.42 4.17 -2.05 -0.024
C -1.95 -2.57 2.38 -0.029
H -1.62 0.92 2.44 0.076
C 5.61 -0.30 3.18 -0.045
O -1.75 -3.35 1.09 0.031
C 4.87 -0.68 4.31 -0.308
H 5.94 0.27 5.85 0.082
C -3.79 -3.37 -2.69 -0.065
H 1.86 -1.30 2.93 0.105
C 4.97 -0.25 1.96 -0.043
C -2.21 -0.19 -4.34 -0.245
C 0.14 0.82 -3.64 -0.041
H -3.66 0.14 1.23 -0.030
N -0.04 1.98 -1.45 -0.082
N -1.33 -1.21 0.60 -0.047
H 1.23 2.69 1.02 0.070
C 0.18 3.32 -0.81 -0.524
C -1.04 3.77 -0.02 -0.107
H -2.85 -2.96 2.88 0.125
O 1.49 0.51 1.17 -0.445
C -2.90 -2.21 -3.04 -0.243
H 2.29 3.02 -0.38 0.085
S 2.66 -0.27 0.53 0.470
H 5.45 0.06 1.03 0.113
C 2.90 -1.02 3.03 -0.064
H -3.99 -1.60 1.06 0.092
H -3.23 -4.31 -2.74 0.070
C 3.52 -1.04 4.26 -0.042
C -3.54 -0.84 1.70 -0.087
H 1.35 4.74 -2.01 0.127
H -1.92 3.70 -0.65 0.035
H 0.35 1.10 -4.67 0.118
H -1.09 -2.75 3.03 0.128
H 4.80 -1.03 6.38 0.072
O 0.52 3.20 -3.21 0.023
H 2.94 -1.30 5.15 0.110
C -1.09 -0.06 -3.52 -0.230
H 0.72 0.55 -0.16 0.018
H -1.51 0.78 -6.13 0.070
C -2.07 -1.13 1.91 -0.549
H -4.68 -3.43 -3.32 0.066
H -0.44 4.85 -2.24 0.129
C -1.26 -0.75 -2.31 -0.411
Cl -2.73 1.23 -0.49 0.106
C -1.11 -2.93 -1.20 -0.041
C -1.77 -2.05 -2.23 -0.223
H 6.35 -1.45 5.56 0.082
Ir -0.76 0.20 -0.73 1.077
C -3.13 -1.28 -4.11 0.007
O 2.30 -1.58 0.07 -0.321
H -0.40 -0.29 3.01 0.070
C -1.46 -0.10 2.84 -0.031
H 1.51 4.36 0.47 0.084
H -1.19 3.14 0.87 0.057
H 0.93 0.16 -3.23 0.140
C 1.37 3.32 0.13 -0.042
O 3.50 0.58 -0.29 -0.334
H -0.89 4.81 0.29 0.084
H -4.04 -0.85 2.68 0.085
H -0.03 -2.75 -1.31 0.133
H -3.95 -1.47 -4.84 0.101
C 0.18 2.01 -2.75 -0.341